2 unconnected molecules or ions with the total composition C4H3N in a non-equilibrium geometry. Source: the Open Molecules 2025 dataset; level of theory: ωB97M-V/def2-TZVPD.

Last column: Mulliken charge in e.
Atoms and positions in Å:
C -3.065 -1.289 0.087  -0.0848
C -2.015 -0.722 -0.015  -0.2044
C 1.236 -0.353 -0.099  0.1047
C 1.915 0.930 -0.224  -0.2228
N 2.180 -0.339 0.714  -0.3330
H -4.013 -1.007 0.389  0.2616
H 2.446 1.044 -1.142  0.2758
H 1.316 1.736 0.290  0.2030

Results
Kohn-Sham gap (alpha / beta): 7.12 / 9.55 eV
spin multiplicity: 1
HOMO energy (alpha / beta): -9.94 / -11.40 eV
lowest unoccupied orbital energy (alpha / beta): -2.82 / -1.85 eV

A gas-phase ion, C4H3N2 (charge +1) in a non-equilibrium geometry. Source: the Open Molecules 2025 dataset; level of theory: ωB97M-V/def2-TZVPD.

Last column: Mulliken charge in e.
Atoms and positions in Å:
C 1.447 -1.030 0.114  0.5276
C 0.848 1.058 0.109  -0.1520
C -0.406 0.473 -0.143  0.5493
C -1.512 -0.099 -0.178  -0.4313
N 1.848 0.233 0.211  -0.2612
N 0.768 -1.939 -0.088  -0.3562
H 1.150 2.117 0.294  0.3973
H -1.686 -1.126 -0.128  0.3890
H -2.458 0.314 -0.191  0.3374

Results
Kohn-Sham gap: 8.27 eV
spin multiplicity: 1
HOMO energy: -16.57 eV
total charge: +1
lowest unoccupied orbital energy: -8.30 eV

A gas-phase ion, C4H3N2O (charge +1) in a non-equilibrium geometry. Source: the Open Molecules 2025 dataset; level of theory: ωB97M-V/def2-TZVPD.

Last column: Mulliken charge in e.
Atoms and positions in Å:
C 1.365 1.191 0.222  0.1222
C -1.131 -1.064 0.003  -0.0218
C 0.325 0.710 -0.544  -0.0907
C 0.937 -0.546 -0.156  0.6750
N 0.150 -1.479 0.228  -0.4467
N -1.339 0.179 -0.287  -0.1049
O 2.135 0.061 0.131  -0.2086
H 1.642 2.049 0.813  0.3900
H -1.920 -1.790 0.160  0.4198
H -2.165 0.689 -0.570  0.2656

Results
Kohn-Sham gap: 9.53 eV
spin multiplicity: 1
HOMO energy: -15.88 eV
total charge: +1
SMILES: C1=N[C@]23O[C@H]2C3=[NH+]1
lowest unoccupied orbital energy: -6.35 eV